118
Properties=species:S:1:pos:R:3 method="wB97M-V/def2-TZVPD" multiplicity=6 total_energy_ha=-4557.82684 homo_ev="-3.4 / -3.6" s_squared=8.781 de_lowest_kj_mol=0.0 total_charge=-1
Fe -0.040 -0.561 -0.818
S -2.125 -1.473 -0.116
C -2.319 -3.051 -0.801
C -3.440 -3.809 -0.491
C -3.545 -5.051 -0.967
C -2.526 -5.630 -1.751
C -1.379 -4.871 -1.970
C -1.255 -3.560 -1.595
S 0.122 -2.622 -2.081
H -4.254 -3.295 0.018
H -4.401 -5.683 -0.752
H -2.629 -6.684 -2.107
H -0.513 -5.297 -2.435
C 2.938 2.313 -2.389
C 3.628 1.247 -3.234
C 5.034 1.736 -3.605
C 3.782 -0.244 -2.825
C 4.525 -1.005 -3.752
C 4.955 -2.299 -3.500
C 4.584 -2.815 -2.280
C 3.879 -2.079 -1.259
C 3.592 -2.806 0.059
C 3.070 -4.249 -0.113
C 4.722 -2.803 1.097
C 3.316 -0.859 -1.646
N 2.181 -0.348 -0.911
C 2.544 0.426 0.154
C 1.548 0.861 1.085
N 0.257 0.540 0.866
C -0.710 0.789 1.868
C -0.854 -0.233 2.819
C -1.663 -0.080 3.918
C -2.687 0.890 3.877
C -2.676 1.819 2.843
C -1.707 1.861 1.838
C -1.746 3.047 0.863
C -2.007 4.293 1.658
C -0.591 3.242 -0.139
C -0.144 -1.571 2.732
C -1.198 -2.726 2.807
C 0.975 -1.779 3.767
C 2.198 1.726 2.093
C 1.747 2.452 3.154
C 2.689 3.042 3.976
C 4.048 3.134 3.566
C 4.548 2.368 2.477
C 5.872 2.277 2.036
C 6.138 1.559 0.880
C 5.168 0.877 0.146
C 3.841 0.998 0.589
C 3.568 1.716 1.739
H 2.729 3.150 -3.091
H 3.579 2.768 -1.571
H 1.997 2.116 -1.856
H 3.136 1.198 -4.195
H 5.909 1.283 -3.057
H 5.071 2.805 -3.398
H 5.227 1.736 -4.686
H 4.829 -0.515 -4.698
H 5.492 -2.928 -4.154
H 4.697 -3.899 -2.058
H 2.731 -2.261 0.521
H 3.858 -4.831 -0.582
H 2.180 -4.255 -0.782
H 2.830 -4.655 0.832
H 5.427 -3.587 0.754
H 4.302 -3.147 2.045
H 5.274 -1.846 1.140
H -1.634 -0.678 4.830
H -3.447 1.005 4.664
H -3.457 2.547 2.719
H -2.653 2.839 0.235
H -1.392 4.366 2.577
H -3.065 4.472 1.991
H -1.690 5.210 1.109
H 0.369 3.522 0.301
H -0.914 4.088 -0.802
H -0.404 2.375 -0.819
H 0.304 -1.678 1.733
H -1.824 -2.620 3.676
H -0.687 -3.696 2.874
H -1.882 -2.804 1.867
H 0.665 -1.663 4.820
H 1.781 -1.091 3.629
H 1.391 -2.770 3.528
H 0.657 2.605 3.329
H 2.350 3.440 4.962
H 4.706 3.799 4.118
H 6.668 2.766 2.609
H 7.223 1.513 0.603
H 5.431 0.422 -0.808
O -9.538 1.086 2.580
C -8.959 1.887 1.602
O -9.452 2.965 1.346
C -7.675 1.557 0.914
C -6.661 0.777 1.548
C -5.515 0.420 0.817
C -5.360 0.938 -0.502
C -6.321 1.792 -1.090
C -7.513 1.943 -0.448
N -4.102 0.842 -1.023
C -3.428 1.396 -1.957
C -2.474 0.602 -2.816
C -2.965 0.205 -4.058
C -2.118 -0.466 -4.966
C -0.757 -0.308 -4.749
C -0.355 0.189 -3.521
N -1.130 0.519 -2.485
H -9.043 0.212 2.705
H -6.752 0.619 2.664
H -4.782 -0.243 1.249
H -6.167 2.333 -2.023
H -8.354 2.453 -0.936
H -3.565 2.440 -2.268
H -4.026 0.266 -4.255
H -2.568 -0.928 -5.804
H 0.020 -0.586 -5.437
H 0.736 0.258 -3.388

127
Properties=species:S:1:pos:R:3 method="wB97M-V/def2-TZVPD" total_energy_ha=-7783.67318 homo_ev=-3.0 de_lowest_kj_mol=37.6 total_charge=-2
Cs 0.387 1.117 -0.488
C 0.068 -2.564 1.871
C 1.328 -3.059 1.157
S 1.944 -1.958 -0.148
C 2.167 -3.028 -1.581
C 0.923 -3.711 -2.152
S -0.479 -2.592 -2.457
C -1.804 -3.458 -1.582
C -1.602 -3.693 -0.086
S -1.368 -2.154 0.845
H -0.218 -3.305 2.623
H 0.297 -1.628 2.384
H 2.105 -3.166 1.916
H 1.179 -4.049 0.719
H 2.569 -2.332 -2.321
H 2.936 -3.780 -1.387
H 1.202 -4.181 -3.097
H 0.578 -4.503 -1.486
H -2.670 -2.811 -1.739
H -2.018 -4.416 -2.065
H -2.471 -4.227 0.307
H -0.737 -4.329 0.090
C -3.874 5.850 3.675
C -2.589 5.788 4.199
C -1.764 4.708 3.904
C -2.214 3.678 3.081
C -3.496 3.762 2.542
C -4.326 4.835 2.843
As -1.157 2.097 2.617
C 0.544 2.647 3.385
C 1.531 3.418 2.788
C 2.718 3.651 3.476
C 2.923 3.114 4.740
C 1.946 2.326 5.327
C 0.750 2.086 4.655
C -0.337 1.221 5.147
C -0.345 0.510 6.343
C -1.434 -0.284 6.669
C -2.519 -0.383 5.803
C -2.510 0.314 4.601
C -1.428 1.120 4.279
H -4.514 6.694 3.903
H -2.223 6.584 4.836
H -0.764 4.670 4.317
H -3.826 3.006 1.840
H -5.317 4.887 2.408
H 1.396 3.810 1.787
H 3.502 4.235 3.008
H 3.861 3.286 5.254
H 2.129 1.879 6.298
H 0.504 0.557 7.016
H -1.434 -0.842 7.597
H -3.361 -1.016 6.058
H -3.343 0.217 3.914
O -2.706 3.090 -0.473
C -1.608 3.592 -0.789
O -0.577 3.669 -0.070
C -1.442 4.080 -2.231
C -0.188 4.458 -2.705
C -0.032 4.851 -4.028
C -1.125 4.882 -4.883
C -2.380 4.516 -4.411
C -2.533 4.114 -3.090
H 0.652 4.423 -2.025
H 0.950 5.127 -4.397
H -0.997 5.178 -5.917
H -3.235 4.532 -5.077
H -3.496 3.810 -2.701
C -5.597 1.872 -1.499
C -5.944 0.383 -1.394
P -4.497 -0.576 -0.745
C -5.262 -2.225 -0.326
C -6.764 -2.320 -0.053
C -4.260 0.224 0.902
C -5.458 0.391 1.836
H -6.287 2.392 -2.167
H -4.579 2.024 -1.856
H -5.645 2.359 -0.524
H -6.167 -0.021 -2.386
H -6.839 0.238 -0.786
H -4.695 -2.581 0.542
H -5.001 -2.901 -1.145
H -7.068 -1.675 0.770
H -7.044 -3.346 0.202
H -7.344 -2.029 -0.930
H -3.809 1.193 0.656
H -3.467 -0.343 1.395
H -6.309 0.853 1.331
H -5.197 1.029 2.684
H -5.787 -0.570 2.237
F 6.519 0.183 4.307
C 5.274 0.175 3.775
C 5.006 0.840 2.591
F 5.999 1.530 1.994
C 3.748 0.814 2.040
F 3.523 1.524 0.913
C 2.641 0.136 2.627
O 1.465 0.183 2.152
C 2.986 -0.546 3.822
F 2.010 -1.219 4.475
C 4.247 -0.522 4.379
F 4.489 -1.178 5.533
S 3.254 -1.611 -6.056
P 3.251 -0.235 -4.640
S 1.604 0.180 -3.613
C 3.919 1.331 -5.352
C 5.160 1.311 -5.985
C 5.690 2.473 -6.529
C 4.975 3.664 -6.457
C 3.735 3.686 -5.835
C 3.210 2.523 -5.277
C 4.556 -0.624 -3.394
C 4.737 0.230 -2.306
C 5.667 -0.072 -1.322
C 6.416 -1.240 -1.410
C 6.240 -2.094 -2.488
C 5.315 -1.783 -3.483
H 5.701 0.374 -6.056
H 6.659 2.450 -7.014
H 5.385 4.571 -6.885
H 3.172 4.610 -5.778
H 2.249 2.527 -4.776
H 4.124 1.120 -2.220
H 5.788 0.591 -0.474
H 7.125 -1.485 -0.628
H 6.816 -3.010 -2.558
H 5.161 -2.439 -4.331